The following is a DFT calculation (wB97M-V/def2-TZVPD) of C14H29O5Ti as an isolated structure at a distorted geometry.

Structure (ORCA input):
```
! RIJCOSX wB97M-V def2-TZVPD def2/J DEFGRID3
* xyz 0 4
Ti 0.12224 0.27568 0.15552
C -0.29374 1.72768 3.31800
C -1.07073 2.47696 2.23876
O -0.83444 2.09548 0.94987
H -0.66819 2.02439 4.30011
H 0.76396 1.99965 3.26368
H -0.37006 0.64924 3.14682
H -0.85804 3.55981 2.37846
H -2.15696 2.42515 2.47555
C -3.36843 0.76986 -0.71759
C -2.62106 -0.12305 -1.66646
O -1.41186 -0.10581 -1.71058
C -3.39636 -1.05961 -2.54963
H -4.34779 0.36566 -0.47054
H -3.43942 1.74859 -1.19695
H -2.77338 0.89913 0.19145
H -2.72842 -1.49071 -3.29192
H -4.25484 -0.55907 -2.99270
H -3.75280 -1.89035 -1.93136
C 1.07563 -1.33721 -3.62706
C 1.87292 -0.76439 -2.48308
O 1.56389 -0.95184 -1.32810
C 3.07830 0.05614 -2.86421
H 0.76227 -0.52732 -4.28781
H 0.20401 -1.86340 -3.24774
H 1.70369 -2.03666 -4.18254
H 3.63970 -0.48313 -3.62782
H 3.73358 0.23190 -2.01333
H 2.73501 1.03458 -3.20958
C 3.57157 2.13857 2.20742
C 2.66588 2.13782 1.00184
O 2.19676 1.03457 0.52768
C 2.26980 3.45797 0.40094
H 4.39924 2.83361 2.09025
H 3.89816 1.10823 2.35775
H 2.97199 2.38380 3.10052
H 2.34820 3.38579 -0.68834
H 2.94095 4.24385 0.75347
H 1.24545 3.70948 0.70376
C -2.39415 -3.40734 0.98590
C -0.95196 -3.00615 1.07640
O -0.59386 -1.88564 0.76933
C 0.04454 -4.01204 1.59002
H -2.91367 -2.82175 0.23133
H -2.91108 -3.28211 1.94419
H -2.49951 -4.47322 0.76858
H 0.99346 -3.48863 1.66362
H 0.07201 -4.86208 0.91069
H -0.26247 -4.34207 2.58542
*
```

Computed properties:
LUMO (spin up / spin down) ... 0.13 / 0.12 eV
Gap between HOMO and LUMO (spin up / spin down) ... 3.365 / 7.569 eV

The following is a DFT calculation (wB97M-V/def2-TZVPD) of C16H26N4OP2PmS as an isolated structure at a distorted geometry.

Structure (ORCA input):
```
! RIJCOSX wB97M-V def2-TZVPD def2/J DEFGRID3
* xyz 2 6
Pm -0.41926 0.14721 0.29761
P -0.45192 -2.45147 1.61497
P -2.48485 2.21979 -0.05928
N 0.96509 -1.29950 -1.01949
N -0.01640 1.13660 -1.89154
H 1.94977 -1.42855 -2.91265
H 1.36279 0.96929 -3.51350
H 2.57856 -0.16223 -1.81197
C 1.66400 -0.66647 -2.16943
H 0.05928 -0.23426 -3.52310
C 0.74223 0.33067 -2.86134
H 1.07091 -3.20675 -1.82974
H -0.82838 2.22473 -3.48191
C 0.74158 -2.57315 -0.98685
C -0.92424 1.98747 -2.41200
H 1.30628 -3.84691 0.64619
C 0.38719 -3.39894 0.22783
H -0.22521 -4.23975 -0.11929
H -3.86436 2.00017 -0.36022
H -2.61333 3.56443 0.39317
H -1.50168 -3.37563 1.78670
H 0.33363 -3.05142 2.63101
O -2.08670 -1.02751 -0.49358
C -2.18636 -1.69681 -1.72837
C -2.73666 -3.10085 -1.57962
C -3.09478 -0.88397 -2.64238
H -1.10655 -1.83065 -2.11521
H -2.02343 -3.75467 -1.07786
H -3.65262 -3.08306 -0.99313
H -2.96054 -3.51905 -2.56553
H -2.73272 0.12929 -2.80070
H -3.21710 -1.37819 -3.60790
H -4.07645 -0.80621 -2.17055
C -1.95989 2.63203 -1.72257
H -2.46705 3.40238 -2.29270
N 2.17392 2.66676 -0.50786
C 2.24139 2.40401 0.80182
N 1.37464 1.63231 1.46881
C 1.68064 1.57016 2.83878
C 0.97344 0.84842 3.81651
C 1.42345 0.90079 5.13845
C 2.56415 1.65043 5.47043
C 3.28454 2.36766 4.49188
C 2.82632 2.31888 3.17848
S 3.53033 3.11460 1.76578
H 2.90208 3.25908 -0.88967
H 1.42734 2.28397 -1.10401
H 0.09311 0.25777 3.53456
H 0.88895 0.35716 5.92742
H 2.91381 1.68816 6.50116
H 4.17102 2.95179 4.71236
*
```

Computed properties:
LUMO (spin up / spin down) ... -6.28 / -8.87 eV
Gap between HOMO and LUMO (spin up / spin down) ... 7.503 / 4.910 eV